1.
# C18H22F10GaI2O6

C18H22F10GaI2O6 as an isolated structure (the ωB97M-V functional and the def2-TZVPD basis, the OMol25 dataset).

Atoms and positions in Å:
C 3.867 2.209 0.252
C 3.405 0.807 0.577
I 2.835 0.656 2.625
C 3.402 -0.283 -0.183
I 4.220 0.054 -2.129
Ga 2.972 -2.238 0.275
C 4.751 -3.215 0.216
C 5.069 -4.247 1.292
C 4.600 -3.924 2.701
F 4.493 -5.494 0.934
C 1.830 -3.080 -1.260
F 2.076 -4.442 -1.359
F 2.161 -2.559 -2.506
C 0.290 -2.986 -1.239
F -0.252 -3.694 -2.271
F -0.101 -1.701 -1.414
C -0.373 -3.524 0.079
F -1.476 -4.252 -0.221
F 0.469 -4.333 0.727
C -0.871 -2.424 1.078
F -0.090 -1.381 1.174
F -1.020 -2.956 2.282
F -2.076 -1.997 0.675
H 3.445 2.520 -0.710
H 3.524 2.925 1.004
H 4.960 2.240 0.184
H 2.213 -2.344 1.647
H 5.562 -2.476 0.227
H 4.834 -3.739 -0.746
H 6.156 -4.429 1.322
H 3.522 -4.079 2.782
H 4.817 -2.878 2.936
H 5.099 -4.570 3.433
C -0.734 6.502 -2.236
C -0.851 5.243 -1.418
C -1.830 5.283 -0.266
O -1.259 4.341 0.651
C 0.077 4.293 0.419
O 0.872 3.742 1.104
O 0.376 4.972 -0.717
H 0.132 6.445 -2.895
H -1.627 6.633 -2.846
H -0.613 7.375 -1.592
H -1.058 4.382 -2.059
H -2.837 4.980 -0.528
H -1.848 6.267 0.211
C -6.804 -0.938 0.546
C -5.794 -0.340 -0.395
C -4.537 0.216 0.238
O -4.166 1.241 -0.696
C -5.286 1.662 -1.320
O -5.352 2.628 -2.013
O -6.322 0.840 -1.039
H -7.746 -1.119 0.029
H -6.433 -1.886 0.933
H -7.001 -0.267 1.384
H -5.534 -1.049 -1.186
H -3.744 -0.515 0.348
H -4.741 0.688 1.202

Cartesian forces (eV/Å) of the 6 atoms listed first:
C -0.35 0.11 0.05
C 0.23 0.15 -0.15
I -0.03 -0.10 0.01
C -0.20 0.06 0.36
I 0.03 -0.07 -0.08
Ga 0.47 -0.09 0.00

Output
* largest force on an atom: 0.65 eV/Å
* Kohn-Sham gap: 7.54 eV
* HOMO level: -5.32 eV
* net charge: -1
* multiplicity: 1
* LUMO: 2.213 eV
* E_tot: -127062.174 eV

Electronic structure analysis, natural (NBO) charges in units of e: number 1, C, carries -0.688; number 2, C, carries -0.171; number 3, I, carries 0.080; number 4, C, carries -0.589; number 5, I, carries 0.051; number 6, Ga, carries 1.026; number 7, C, carries -0.924; number 8, C, carries 0.222; number 9, C, carries -0.644; number 10, F, carries -0.399; number 11, C, carries 0.299; number 12, F, carries -0.365; number 13, F, carries -0.366; number 14, C, carries 0.569; number 15, F, carries -0.322; number 16, F, carries -0.323; number 17, C, carries 0.557; number 18, F, carries -0.315; number 19, F, carries -0.286; number 20, C, carries 0.929; number 21, F, carries -0.276; number 22, F, carries -0.307; number 23, F, carries -0.335; number 24, H, carries 0.228; number 25, H, carries 0.234; number 26, H, carries 0.218; number 27, H, carries -0.320; number 28, H, carries 0.216; number 29, H, carries 0.230; number 30, H, carries 0.134; number 31, H, carries 0.229; number 32, H, carries 0.217; number 33, H, carries 0.194; number 34, C, carries -0.624; number 35, C, carries 0.062; number 36, C, carries -0.094; number 37, O, carries -0.493; number 38, C, carries 0.969; number 39, O, carries -0.559; number 40, O, carries -0.500; number 41, H, carries 0.232; number 42, H, carries 0.220; number 43, H, carries 0.210; number 44, H, carries 0.191; number 45, H, carries 0.212; number 46, H, carries 0.173; number 47, C, carries -0.625; number 48, C, carries 0.065; number 49, C, carries -0.099; number 50, O, carries -0.484; number 51, C, carries 0.972; number 52, O, carries -0.590; number 53, O, carries -0.501; number 54, H, carries 0.227; number 55, H, carries 0.226; number 56, H, carries 0.213; number 57, H, carries 0.186; number 58, H, carries 0.231; number 59, H, carries 0.179

=====

2.
# C18H22FN5O

An isolated molecule of C18H22FN5O in a non-equilibrium geometry (the ωB97M-V functional and the def2-TZVPD basis, the OMol25 dataset).

Atoms and positions in Å:
C 1.945 0.997 -3.097
C 1.607 -0.503 -2.946
N 0.208 -0.822 -3.291
C -0.272 -1.386 -4.438
C -1.616 -1.458 -4.301
N -2.031 -0.919 -3.065
C -0.902 -0.575 -2.488
C -0.841 0.134 -1.125
N -0.796 1.627 -1.135
C -1.962 2.314 -1.703
C -0.143 2.323 0.003
C -0.939 2.302 1.279
C -1.843 3.295 1.615
N -2.503 2.875 2.760
N -2.053 1.638 3.142
C -1.112 1.243 2.312
C -0.368 -0.031 2.501
C -0.999 -1.116 3.088
C -0.305 -2.290 3.301
C 1.041 -2.448 2.982
O 1.554 -3.719 3.216
C 2.953 -3.816 3.523
C 1.650 -1.377 2.284
F 2.890 -1.428 1.754
C 0.954 -0.202 2.069
H 2.002 1.283 -4.170
H 1.205 1.595 -2.573
H 2.965 1.193 -2.652
H 1.777 -0.784 -1.862
H 2.261 -1.098 -3.576
H 0.314 -1.757 -5.283
H -2.264 -1.868 -5.055
H -1.759 -0.187 -0.611
H 0.000 -0.213 -0.557
H -2.872 1.952 -1.171
H -2.019 2.152 -2.771
H -1.841 3.392 -1.576
H 0.853 1.921 0.125
H 0.059 3.358 -0.248
H -2.066 4.206 1.050
H -3.345 3.322 3.112
H -2.045 -1.045 3.435
H -0.845 -3.155 3.723
H 3.149 -4.724 4.087
H 3.291 -2.968 4.133
H 3.574 -3.830 2.659
H 1.489 0.599 1.544

Cartesian forces (eV/Å) of the 6 atoms listed first:
C 1.08 -0.36 -0.33
C -0.31 0.48 1.10
N 0.12 0.42 1.08
C 0.12 -0.36 -0.53
C -0.57 0.40 0.67
N 1.01 -0.69 -1.16

Output
* largest force on an atom: 2.81 eV/Å
* Kohn-Sham gap: 8.88 eV
* HOMO level: -8.15 eV
* multiplicity: 1
* LUMO: 0.731 eV
* ΔE to the lowest compared entry with this formula, charge and spin: 1.045 eV
* E_tot: -31236.757 eV

Electronic structure analysis, natural (NBO) charges in units of e: number 1, C, carries -0.629; number 2, C, carries -0.201; number 3, N, carries -0.359; number 4, C, carries -0.099; number 5, C, carries -0.110; number 6, N, carries -0.456; number 7, C, carries 0.347; number 8, C, carries -0.264; number 9, N, carries -0.457; number 10, C, carries -0.410; number 11, C, carries -0.230; number 12, C, carries -0.174; number 13, C, carries -0.041; number 14, N, carries -0.360; number 15, N, carries -0.269; number 16, C, carries 0.201; number 17, C, carries -0.101; number 18, C, carries -0.176; number 19, C, carries -0.233; number 20, C, carries 0.214; number 21, O, carries -0.499; number 22, C, carries -0.249; number 23, C, carries 0.384; number 24, F, carries -0.333; number 25, C, carries -0.279; number 26, H, carries 0.209; number 27, H, carries 0.240; number 28, H, carries 0.210; number 29, H, carries 0.204; number 30, H, carries 0.210; number 31, H, carries 0.219; number 32, H, carries 0.204; number 33, H, carries 0.207; number 34, H, carries 0.210; number 35, H, carries 0.178; number 36, H, carries 0.211; number 37, H, carries 0.192; number 38, H, carries 0.198; number 39, H, carries 0.208; number 40, H, carries 0.221; number 41, H, carries 0.413; number 42, H, carries 0.236; number 43, H, carries 0.233; number 44, H, carries 0.194; number 45, H, carries 0.177; number 46, H, carries 0.181; number 47, H, carries 0.225

=====

3.
# C18H22FeN6O

C18H22FeN6O as an isolated structure (the ωB97M-V functional and the def2-TZVPD basis, the OMol25 dataset).

Atoms and positions in Å:
Fe -0.413 -0.164 -0.439
C -2.517 -3.180 1.888
C -2.159 -2.376 0.803
N -1.445 -1.264 0.954
C -1.070 -0.894 2.211
C -1.375 -1.639 3.345
C -2.121 -2.822 3.155
C -0.957 -1.145 4.631
C -0.346 0.056 4.752
C -0.062 0.857 3.591
C 0.509 2.147 3.626
C 0.753 2.825 2.450
C 0.453 2.216 1.232
N -0.082 0.997 1.179
C -0.372 0.343 2.337
H -3.110 -4.067 1.714
H -2.479 -2.633 -0.199
H -2.390 -3.431 4.009
H -1.155 -1.751 5.506
H -0.059 0.433 5.725
H 0.735 2.607 4.581
H 1.175 3.820 2.455
H 0.647 2.713 0.291
N -0.520 2.353 -5.809
C -0.873 3.134 -4.806
N -1.108 4.417 -4.968
N -1.027 2.641 -3.554
C -0.792 1.766 -2.748
N -0.584 0.996 -1.850
H -0.449 2.711 -6.752
H -0.390 1.363 -5.686
H -1.038 4.866 -5.870
H -1.401 4.980 -4.184
C 3.233 -0.131 -0.170
C 2.333 -1.184 0.426
O 1.123 -1.379 -0.399
C 1.248 -2.437 -1.410
C 0.084 -2.348 -2.363
H 4.072 0.046 0.502
H 2.700 0.812 -0.305
H 3.641 -0.445 -1.132
H 1.974 -0.912 1.417
H 2.818 -2.157 0.494
H 1.253 -3.385 -0.872
H 2.204 -2.315 -1.917
H -0.878 -2.392 -1.832
H 0.091 -3.203 -3.039
H 0.130 -1.445 -2.971

Cartesian forces (eV/Å) of the 6 atoms listed first:
Fe 0.23 -0.23 0.69
C -0.02 0.04 -0.03
C -0.08 -0.01 0.11
N -0.22 -0.21 -0.28
C 0.05 0.08 -0.03
C -0.04 0.01 0.12

Output
* largest force on an atom: 0.77 eV/Å
* Kohn-Sham gap (alpha / beta): 8.38 / 6.11 eV
* HOMO level (alpha / beta): -17.73 / -17.74 eV
* net charge: +3
* multiplicity: 6
* LUMO (alpha / beta): -9.353 / -11.624 eV
* <S²>: 8.7655
* ΔE to the lowest compared entry with this formula, charge and spin: 0.000 eV
* E_tot: -64373.726 eV

Electronic structure analysis, natural (NBO) charges in units of e: number 1, Fe, carries 1.923; number 2, C, carries -0.227; number 3, C, carries 0.107; number 4, N, carries -0.617; number 5, C, carries 0.208; number 6, C, carries -0.065; number 7, C, carries -0.046; number 8, C, carries -0.148; number 9, C, carries -0.140; number 10, C, carries -0.063; number 11, C, carries -0.036; number 12, C, carries -0.236; number 13, C, carries 0.118; number 14, N, carries -0.597; number 15, C, carries 0.135; number 16, H, carries 0.276; number 17, H, carries 0.227; number 18, H, carries 0.267; number 19, H, carries 0.263; number 20, H, carries 0.262; number 21, H, carries 0.267; number 22, H, carries 0.274; number 23, H, carries 0.229; number 24, N, carries -0.714; number 25, C, carries 0.686; number 26, N, carries -0.692; number 27, N, carries -0.533; number 28, C, carries 0.760; number 29, N, carries -0.876; number 30, H, carries 0.445; number 31, H, carries 0.434; number 32, H, carries 0.444; number 33, H, carries 0.449; number 34, C, carries -0.648; number 35, C, carries -0.062; number 36, O, carries -0.635; number 37, C, carries -0.069; number 38, C, carries -0.669; number 39, H, carries 0.270; number 40, H, carries 0.200; number 41, H, carries 0.238; number 42, H, carries 0.201; number 43, H, carries 0.230; number 44, H, carries 0.223; number 45, H, carries 0.224; number 46, H, carries 0.194; number 47, H, carries 0.297; number 48, H, carries 0.223

=====

Among the records above, which one has the highest multiplicity? C18H22FeN6O